A) DFT (ωB97M-V/def2-TZVPD) results for a 2-piece molecular cluster, C4H12 overall.

Last columns: bonded neighbours and bond lengths (Å).
Element x y z (Å)
1 H 0.840 1.432 -3.690  C6 1.094
2 H 0.449 -0.898 -3.333  C4 1.093
3 C -0.936 -1.087 2.286  C7 1.550, H10 1.086, H13 1.090, H15 1.091
4 C 0.960 -0.377 -2.520  H2 1.093, C6 1.531, H11 1.085, H12 1.084
5 H -1.398 0.503 3.722  C7 1.092
6 C 0.711 1.129 -2.647  H1 1.094, C4 1.531, H8 1.086, H14 1.080
7 C -0.712 0.322 2.891  C3 1.550, H5 1.092, H9 1.083, H16 1.082
8 H 1.465 1.691 -2.103  C6 1.086
9 H -0.806 1.052 2.096  C7 1.083
10 H -0.255 -1.809 2.729  C3 1.086
11 H 0.603 -0.797 -1.585  C4 1.085
12 H 2.012 -0.607 -2.646  C4 1.084
13 H -0.740 -1.063 1.214  C3 1.090
14 H -0.281 1.395 -2.314  C6 1.080
15 H -1.968 -1.431 2.372  C3 1.091
16 H 0.260 0.375 3.364  C7 1.082

Values from the calculation:
Total charge: 0
LUMO energy in eV: 1.04
SMILES string: CC.CC

***

B) DFT (ωB97M-V/def2-TZVPD) results for a 2-piece molecular cluster, C4H12 overall.

Last columns: bonded neighbours and bond lengths (Å).
Element x y z (Å)
1 C -0.217 -2.072 0.313  C2 1.563, H3 1.093, H5 1.088, H7 1.086
2 C 0.860 -1.505 1.293  C1 1.563, H4 1.088, H6 1.083, H15 1.086
3 H 0.334 -2.987 0.083  C1 1.093
4 H 1.814 -1.763 0.836  C2 1.088
5 H -1.200 -2.325 0.704  C1 1.088
6 H 0.820 -0.426 1.380  C2 1.083
7 H -0.422 -1.465 -0.564  C1 1.086
8 C -0.266 1.977 -1.486  H10 1.091, H11 1.087, H12 1.111, C16 1.546
9 H -1.520 1.337 0.206  C16 1.083
10 H -1.134 1.951 -2.146  C8 1.091
11 H 0.450 2.787 -1.605  C8 1.087
12 H 0.253 1.162 -2.036  C8 1.111
13 H -0.259 2.667 0.426  C16 1.088
14 H 0.232 0.981 0.333  C16 1.081
15 H 0.770 -2.012 2.249  C2 1.086
16 C -0.515 1.693 0.013  C8 1.546, H9 1.083, H13 1.088, H14 1.081

Values from the calculation:
Total charge: 0
LUMO energy in eV: 1.16
SMILES string: CC.CC

***

C) DFT (ωB97M-V/def2-TZVPD) results for a 2-piece molecular cluster, C4H12 overall.

Last columns: bonded neighbours and bond lengths (Å).
Element x y z (Å)
1 H 0.184 -0.351 -1.683  C6 1.083
2 H 1.499 0.852 -1.402  C6 1.102
3 H 0.630 0.781 -2.881  C6 1.099
4 H -0.106 2.775 -1.758  C9 1.080
5 H -0.117 0.267 1.908  C7 1.089
6 C 0.484 0.684 -1.796  H1 1.083, H2 1.102, H3 1.099, C9 1.516
7 C -0.288 -0.784 2.135  H5 1.089, C8 1.566, H15 1.094, H16 1.094
8 C 0.119 -1.741 0.964  C7 1.566, H10 1.094, H13 1.095, H14 1.092
9 C -0.317 1.848 -1.247  H4 1.080, C6 1.516, H11 1.107, H12 1.094
10 H -0.708 -2.342 0.575  C8 1.094
11 H -1.400 1.701 -1.424  C9 1.107
12 H -0.181 1.983 -0.170  C9 1.094
13 H 0.733 -2.614 1.207  C8 1.095
14 H 0.507 -1.065 0.199  C8 1.092
15 H 0.304 -1.221 2.944  C7 1.094
16 H -1.342 -0.773 2.430  C7 1.094

Values from the calculation:
Total charge: 0
LUMO energy in eV: 1.18
SMILES string: CC.CC

***

D) DFT (ωB97M-V/def2-TZVPD) results for a 2-piece molecular cluster, C4H12 overall.

Last columns: bonded neighbours and bond lengths (Å).
Element x y z (Å)
1 C 2.800 -1.498 0.316  H2 1.088, H12 1.081, H15 1.091, C16 1.600
2 H 3.604 -0.803 0.085  C1 1.088
3 H 0.917 -0.872 1.105  C16 1.092
4 H -0.598 1.259 -0.491  C13 1.088
5 H -2.928 -0.222 -0.253  C11 1.092
6 H -1.793 1.346 -1.828  C13 1.086
7 H 0.901 -1.237 -0.634  C16 1.080
8 H 1.633 0.357 0.152  C16 1.083
9 H -2.162 0.439 1.129  C11 1.087
10 H -1.743 2.521 -0.582  C13 1.098
11 C -2.630 0.729 0.193  H5 1.092, H9 1.087, C13 1.549, H14 1.082
12 H 2.708 -2.416 -0.248  C1 1.081
13 C -1.637 1.442 -0.758  H4 1.088, H6 1.086, H10 1.098, C11 1.549
14 H -3.476 1.396 0.298  C11 1.082
15 H 2.983 -1.737 1.365  C1 1.091
16 C 1.420 -0.705 0.150  C1 1.600, H3 1.092, H7 1.080, H8 1.083

Values from the calculation:
Total charge: 0
LUMO energy in eV: 1.14
SMILES string: CC.CC

***

Decreasing stability: A), D), C), B)

***

A) DFT (ωB97M-V/def2-TZVPD) results for a 2-piece molecular cluster, C4H12 overall.

Last columns: bonded neighbours and bond lengths (Å).
Element x y z (Å)
1 H -0.029 -0.893 -1.238  C12 1.094
2 H 0.036 1.096 0.555  C8 1.151
3 C -1.881 -1.850 -1.028  H6 1.162, H7 1.104, C12 1.503, H14 1.071
4 H 1.343 2.416 1.851  C11 1.046
5 H 1.073 -0.120 1.556  C8 1.115
6 H -2.896 -1.765 -0.468  C3 1.162
7 H -1.370 -2.776 -0.711  C3 1.104
8 C 1.070 0.619 0.721  H2 1.151, H5 1.115, C11 1.526, H15 1.047
9 H 1.876 2.496 0.192  C11 1.088
10 H -0.968 -0.630 0.311  C12 1.108
11 C 1.832 1.887 1.093  H4 1.046, C8 1.526, H9 1.088, H13 1.139
12 C -1.001 -0.653 -0.796  H1 1.094, C3 1.503, H10 1.108, H16 1.144
13 H 2.883 1.607 1.429  C11 1.139
14 H -2.093 -1.920 -2.075  C3 1.071
15 H 1.491 0.166 -0.124  C8 1.047
16 H -1.466 0.304 -1.216  C12 1.144

Values from the calculation:
Total charge: 0
LUMO energy in eV: 1.07
SMILES string: CC.CC

***

B) DFT (ωB97M-V/def2-TZVPD) results for a 2-piece molecular cluster, C4H12 overall.

Last columns: bonded neighbours and bond lengths (Å).
Element x y z (Å)
1 H 2.365 -4.884 -1.983  C9 1.090
2 H -1.189 5.832 2.267  C12 1.093
3 H 1.819 -3.540 -2.929  C9 1.087
4 H -2.477 4.702 2.131  C12 1.087
5 C 0.428 -4.314 -1.397  H6 1.095, H7 1.087, C9 1.541, H13 1.093
6 H 0.341 -3.298 -0.998  C5 1.095
7 H -0.571 -4.625 -1.693  C5 1.087
8 C -0.537 3.976 1.435  H10 1.095, C12 1.533, H14 1.090, H16 1.088
9 C 1.492 -4.483 -2.499  H1 1.090, H3 1.087, C5 1.541, H15 1.086
10 H 0.485 4.368 1.434  C8 1.095
11 H -1.293 4.476 3.428  C12 1.081
12 C -1.426 4.773 2.397  H2 1.093, H4 1.087, C8 1.533, H11 1.081
13 H 0.704 -4.843 -0.482  C5 1.093
14 H -0.867 4.155 0.413  C8 1.090
15 H 1.191 -5.220 -3.237  C9 1.086
16 H -0.466 2.926 1.712  C8 1.088

Values from the calculation:
Total charge: 0
LUMO energy in eV: 1.29
SMILES string: CC.CC

***

C) DFT (ωB97M-V/def2-TZVPD) results for a 2-piece molecular cluster, C4H12 overall.

Last columns: bonded neighbours and bond lengths (Å).
Element x y z (Å)
1 H -0.698 1.246 -1.886  C13 1.090
2 H -2.302 1.984 -1.802  C13 1.096
3 C 2.181 -1.361 1.174  H4 1.086, C5 1.547, H7 1.096, H14 1.082
4 H 1.929 -2.280 1.696  C3 1.086
5 C 1.103 -1.109 0.093  C3 1.547, H8 1.089, H9 1.082, H10 1.097
6 H -1.986 0.346 0.568  C11 1.093
7 H 2.280 -0.549 1.902  C3 1.096
8 H 0.851 -2.114 -0.239  C5 1.089
9 H 1.583 -0.642 -0.758  C5 1.082
10 H 0.273 -0.458 0.395  C5 1.097
11 C -1.661 1.304 0.154  H6 1.093, H12 1.083, C13 1.546, H16 1.092
12 H -2.253 2.158 0.460  C11 1.083
13 C -1.666 1.192 -1.388  H1 1.090, H2 1.096, C11 1.546, H15 1.094
14 H 3.157 -1.395 0.708  C3 1.082
15 H -2.130 0.242 -1.670  C13 1.094
16 H -0.626 1.321 0.500  C11 1.092

Values from the calculation:
Total charge: 0
LUMO energy in eV: 1.17
SMILES string: CC.CC

***

D) DFT (ωB97M-V/def2-TZVPD) results for a 2-piece molecular cluster, C4H12 overall.

Last columns: bonded neighbours and bond lengths (Å).
Element x y z (Å)
1 H -2.634 -1.139 1.559  C7 1.094
2 H 1.653 0.644 -1.928  C15 1.098
3 H 1.543 0.068 0.626  C4 1.079
4 C 1.929 0.948 0.135  H3 1.079, H9 1.096, H11 1.099, C15 1.532
5 H 1.115 2.338 -1.462  C15 1.089
6 H -1.845 0.279 -0.053  C16 1.100
7 C -1.843 -1.617 0.975  H1 1.094, H10 1.098, H13 1.089, C16 1.542
8 H -0.277 -0.199 0.593  C16 1.077
9 H 3.000 0.892 -0.091  C4 1.096
10 H -1.327 -2.211 1.741  C7 1.098
11 H 1.850 1.802 0.823  C4 1.099
12 H 0.187 0.931 -1.357  C15 1.091
13 H -2.339 -2.402 0.406  C7 1.089
14 H -1.057 -1.059 -0.884  C16 1.091
15 C 1.198 1.292 -1.168  H2 1.098, C4 1.532, H5 1.089, H12 1.091
16 C -1.153 -0.565 0.084  H6 1.100, C7 1.542, H8 1.077, H14 1.091

Values from the calculation:
Total charge: 0
LUMO energy in eV: 1.14
SMILES string: CC.CC

***

Decreasing stability: B), C), D), A)